Entry 1:
Formula: C10H14O3
Source: the Open Molecules 2025 dataset
Level of theory: the ωB97M-V functional and the def2-TZVPD basis

XYZ file:
```
27
C10H14O3 | the Open Molecules 2025 dataset | the ωB97M-V functional and the def2-TZVPD basis
C 2.606 -0.174 -0.807
C 1.791 -1.262 -0.847
C 2.055 0.674 1.528
C 2.767 0.606 0.419
C -0.438 -0.860 0.355
C 0.546 -1.542 -0.424
C -1.490 0.729 -1.565
C -1.284 1.353 0.715
C -2.888 -0.387 0.232
C -1.539 0.098 -0.139
O -0.590 -1.425 1.436
O 4.076 1.380 0.276
O 0.278 -2.861 -0.348
H 3.489 -0.221 -1.518
H 2.160 -1.960 -1.523
H 2.068 1.292 2.438
H -0.769 0.221 -2.261
H -1.017 1.721 -1.333
H -2.553 0.797 -1.840
H -0.353 1.820 0.606
H -2.013 2.117 0.455
H -1.414 1.065 1.816
H -3.271 -1.124 -0.425
H -3.600 0.440 0.125
H -2.809 -0.988 1.222
H 4.567 1.603 1.128
H -0.373 -3.112 0.278
```

## Properties
electronic energy	-614.8979	hartree
Kohn-Sham gap (alpha / beta)	8.3 / 6.5	eV


Entry 2:
Formula: C2H4ClNO4
Source: the Open Molecules 2025 dataset
Level of theory: the ωB97M-V functional and the def2-TZVPD basis

XYZ file:
```
12
C2H4ClNO4 | the Open Molecules 2025 dataset | the ωB97M-V functional and the def2-TZVPD basis
C -0.186 -0.173 -0.333
C -0.124 -0.452 -1.955
O -1.475 -0.354 -2.363
Cl 0.693 -1.935 -2.265
O -0.902 0.869 -0.043
O -0.907 0.307 4.250
N -0.254 1.061 3.522
O 0.164 2.225 3.860
H -0.458 -1.239 0.045
H 0.861 0.191 -0.055
H 0.481 0.378 -2.403
H -1.898 0.193 -1.639
```

## Properties
electronic energy	-894.2663	hartree
Kohn-Sham gap (alpha / beta)	7.4 / 7.2	eV


Entry 3:
Formula: C18H34AlCl2CsF10LiN4O9S
Source: the Open Molecules 2025 dataset
Level of theory: the ωB97M-V functional and the def2-TZVPD basis

XYZ file:
```
81
C18H34AlCl2CsF10LiN4O9S | the Open Molecules 2025 dataset | the ωB97M-V functional and the def2-TZVPD basis
C -1.202 -0.501 3.555
C -1.636 -0.326 1.950
Cl -2.982 0.898 1.598
C -0.981 -1.077 0.845
Cl 0.389 -2.270 1.340
C -1.296 -0.946 -0.757
N -0.062 -0.695 -1.597
C -0.629 -0.669 -2.999
C 0.486 -0.448 -4.179
C -0.070 -0.977 -5.639
C -0.195 0.363 -6.606
F -0.148 -0.059 -8.052
N -2.133 -0.859 -3.033
C -2.672 -1.072 -1.637
C -4.173 -1.368 -1.052
F -4.004 -2.242 0.169
F -4.955 -0.115 -0.734
C -5.147 -2.235 -2.071
F -6.556 -1.849 -1.687
F -5.009 -1.872 -3.500
F -5.064 -3.703 -1.879
H -0.877 -1.612 3.796
H -2.191 -0.283 4.183
H -0.372 0.296 3.874
H 0.912 -0.615 -1.232
H 1.406 -1.155 -3.902
H 0.927 0.657 -4.218
H -1.086 -1.556 -5.536
H 0.717 -1.727 -6.101
H -1.212 0.882 -6.338
H 0.729 1.061 -6.404
H -2.701 -0.843 -3.909
C 2.362 0.607 6.293
N 1.099 0.062 5.727
O 1.095 -1.128 5.393
O 0.146 0.845 5.634
H 3.110 -0.189 6.316
H 2.688 1.424 5.647
H 2.145 0.961 7.303
O 3.515 3.273 8.119
S 4.940 3.493 7.990
O 5.912 2.526 8.451
O 5.310 4.949 8.619
C 4.914 5.236 9.953
C 5.834 4.570 10.959
C 5.301 3.886 6.296
H 3.870 4.950 10.120
H 4.975 6.322 10.079
H 5.726 3.481 10.929
H 5.602 4.903 11.975
H 6.881 4.797 10.739
H 4.605 4.654 5.955
H 5.175 2.976 5.705
H 6.333 4.235 6.226
F -2.646 -1.949 -6.940
Al -2.691 -2.888 -8.476
F -3.169 -1.801 -9.830
F -3.889 -4.224 -8.328
F -1.060 -3.577 -8.806
C -4.239 -4.663 -12.707
C -3.058 -4.867 -11.773
N -2.078 -5.037 -10.998
H -4.521 -5.615 -13.165
H -5.093 -4.270 -12.148
H -3.973 -3.953 -13.495
Li -0.122 -1.419 -9.597
O -7.607 -3.939 0.503
H -6.896 -3.880 1.158
H -7.169 -3.731 -0.336
O -1.622 3.917 -0.198
H -1.744 3.017 0.046
Cs -4.700 -3.639 -4.348
O 3.171 -3.239 -0.816
H 2.884 -3.958 -1.400
H 2.578 -3.308 -0.052
C 3.212 4.112 3.043
O 2.868 2.875 3.639
H 4.300 4.191 2.990
H 2.796 4.161 2.034
H 2.819 4.932 3.651
H 1.897 2.834 3.672
```

## Properties
net charge	+1
electronic energy	-4189.0442	hartree
Kohn-Sham gap	2.7	eV


Entry 4:
Formula: C26H32N4O3
Source: the Open Molecules 2025 dataset
Level of theory: the ωB97M-V functional and the def2-TZVPD basis

XYZ file:
```
65
C26H32N4O3 | the Open Molecules 2025 dataset | the ωB97M-V functional and the def2-TZVPD basis
C 3.262 3.300 -1.107
H 3.620 3.932 -1.918
O 1.869 3.481 -1.073
C 1.160 2.873 -0.079
C 1.682 2.011 0.868
C 0.865 1.444 1.840
C -0.476 1.761 1.893
C -1.011 2.629 0.943
C -0.220 3.176 -0.049
O -0.663 4.012 -1.028
C -2.026 4.356 -1.041
H -2.155 5.009 -1.903
H -2.314 4.895 -0.132
H -2.665 3.474 -1.154
H -2.063 2.861 1.000
C -1.393 1.185 2.951
C -2.539 0.538 2.270
N -3.612 1.170 1.885
O -4.344 0.247 1.196
C -3.644 -0.894 1.221
N -2.528 -0.769 1.878
C -4.095 -2.057 0.409
N -3.234 -2.272 -0.739
C -1.955 -2.843 -0.345
H -1.494 -2.268 0.471
C -0.945 -2.977 -1.495
N -0.070 -1.848 -1.725
C -0.756 -0.724 -2.330
H -0.041 0.093 -2.435
H -1.060 -1.031 -3.338
C -1.996 -0.203 -1.585
C -3.194 -1.159 -1.679
H -4.119 -0.592 -1.552
H -3.217 -1.583 -2.691
H -1.741 -0.002 -0.544
H -2.282 0.747 -2.041
C 0.814 -1.455 -0.636
C 2.072 -0.741 -1.186
C 3.114 -1.026 -0.149
C 4.328 -0.407 0.069
C 5.122 -0.838 1.124
C 4.707 -1.876 1.940
C 3.496 -2.514 1.708
C 2.707 -2.082 0.663
C 1.394 -2.621 0.185
H 0.739 -2.939 0.995
H 1.589 -3.479 -0.464
H 3.178 -3.332 2.339
H 5.333 -2.195 2.760
H 6.071 -0.356 1.310
H 4.666 0.398 -0.569
H 1.915 0.326 -1.336
H 2.349 -1.190 -2.144
H 0.319 -0.763 0.069
H -1.481 -3.173 -2.426
H -0.321 -3.850 -1.294
H -2.178 -3.844 0.042
H -4.081 -2.963 1.020
H -5.116 -1.870 0.065
H -0.863 0.444 3.548
H -1.766 1.985 3.593
H 1.298 0.761 2.554
H 2.729 1.755 0.865
H 3.733 3.612 -0.169
H 3.528 2.259 -1.317
```

## Properties
electronic energy	-1454.6402	hartree
Kohn-Sham gap	8.8	eV
SMILES	COc1ccc(Cc2noc(CN3CCCN(C4Cc5ccccc5C4)CC3)n2)cc1OC


Entry 5:
Formula: C17H30N5NiO
Source: the Open Molecules 2025 dataset
Level of theory: the ωB97M-V functional and the def2-TZVPD basis

XYZ file:
```
54
C17H30N5NiO | the Open Molecules 2025 dataset | the ωB97M-V functional and the def2-TZVPD basis
Ni -0.402 -1.403 0.123
C 6.139 -1.430 0.148
C 4.648 -1.480 0.147
C 3.908 -1.448 -1.031
C 2.525 -1.490 -0.975
N 1.842 -1.566 0.166
C 2.543 -1.611 1.299
C 3.925 -1.569 1.336
H 6.534 -1.357 -0.862
H 6.543 -2.327 0.617
H 6.493 -0.577 0.725
H 4.408 -1.391 -1.986
H 1.944 -1.460 -1.888
H 1.974 -1.683 2.217
H 4.442 -1.609 2.283
N 0.058 0.535 -0.042
C 0.013 1.690 0.045
N -0.071 2.969 0.123
C 0.651 3.756 1.109
C 1.611 4.714 0.406
C 0.838 5.575 -0.589
C 0.113 4.687 -1.596
C -0.825 3.733 -0.860
H 1.184 3.087 1.787
H -0.086 4.332 1.681
H 2.385 4.145 -0.113
H 2.099 5.341 1.152
H 1.516 6.249 -1.107
H 0.112 6.190 -0.054
H 0.837 4.111 -2.175
H -0.467 5.293 -2.291
H -1.310 3.045 -1.555
H -1.593 4.305 -0.325
N -0.845 -5.641 0.137
C -1.093 -4.343 -0.122
N -2.154 -4.051 -0.894
O -0.354 -3.456 0.323
H -1.393 -6.386 -0.252
H -0.021 -5.874 0.661
H -2.816 -4.738 -1.207
H -2.400 -3.068 -0.935
C -4.634 -1.603 -0.896
C -3.910 -1.516 0.447
C -4.701 -0.561 1.370
C -2.507 -0.960 0.343
H -5.656 -1.943 -0.749
H -4.154 -2.295 -1.583
H -4.670 -0.632 -1.385
H -3.906 -2.500 0.928
H -4.693 0.446 0.959
H -4.258 -0.534 2.362
H -5.736 -0.881 1.463
H -2.098 -0.783 1.368
H -2.531 -0.036 -0.252
```

## Properties
2S+1	3
net charge	+1
electronic energy	-2522.9048	hartree
Kohn-Sham gap (alpha / beta)	8.2 / 7.6	eV
<S²>	2.007


Entry 6:
Formula: C17H17NO4
Source: the Open Molecules 2025 dataset
Level of theory: the ωB97M-V functional and the def2-TZVPD basis

XYZ file:
```
39
C17H17NO4 | the Open Molecules 2025 dataset | the ωB97M-V functional and the def2-TZVPD basis
O 3.308 1.996 -2.654
O 0.665 1.113 0.266
O -4.042 -1.945 -2.789
O -3.147 0.371 -1.234
C 2.555 1.643 -1.774
C 1.180 1.919 -1.968
C 0.289 1.676 -0.890
C 2.798 -2.068 3.411
C 4.176 0.067 -0.657
C 1.511 -1.514 3.283
C 2.976 0.779 -0.699
C 3.796 -1.764 2.530
C 4.530 -0.713 0.433
C 1.223 -0.659 2.250
C 1.966 0.476 0.265
C 3.612 -0.914 1.453
C 2.281 -0.422 1.317
N -1.072 1.982 -1.039
C -4.643 -1.530 -1.564
C -4.461 -0.120 -1.392
C -2.788 0.727 0.118
C -1.946 2.028 0.122
H -3.430 -1.266 -3.058
H 0.976 2.383 -2.896
H 2.927 -2.843 4.194
H 4.681 0.012 -1.602
H 0.868 -1.830 4.048
H 4.844 -2.037 2.814
H 5.455 -1.323 0.418
H 0.194 -0.153 2.180
H -1.451 1.521 -1.883
H -4.369 -2.108 -0.712
H -5.662 -1.745 -1.578
H -5.120 0.170 -0.590
H -4.874 0.358 -2.344
H -2.268 -0.182 0.388
H -3.605 0.850 0.761
H -2.605 2.919 0.023
H -1.327 2.145 1.049
```

## Properties
electronic energy	-1013.6303	hartree
Kohn-Sham gap	8.4	eV
SMILES	O=c1cc(NCCOCCO)oc2c1ccc1ccccc12